# 1
C25H68ClO27S9 | the ωB97M-V functional and the def2-TZVPD basis

Results
Energy above the lowest of the compared OMol25 structures with the same formula, charge and spin ... 0.0 kcal per mole
Charge ... -1
LUMO level ... 1.959 eV
HOMO energy ... -7.0619 eV
Spin multiplicity ... 1
Orbital gap ... 9.0 eV

```
130
C25H68ClO27S9 (the ωB97M-V functional and the def2-TZVPD basis)
Cl -0.8137 0.0535 -0.8520
O -1.7535 -0.9750 -0.4925
O -0.0701 -0.4458 -1.9806
O -1.5690 1.2245 -1.2140
O -0.0092 0.3450 0.3397
O -2.1205 -1.0283 5.9926
S -1.8973 -0.8951 4.5932
O -0.6845 -1.3418 3.9651
O -3.1482 -1.5903 3.8530
C -3.1184 -1.7154 2.4002
C -4.5093 -2.0049 1.9394
C -2.1580 0.8148 4.0762
H -2.4602 -2.5711 2.2250
H -2.6383 -0.8372 1.9678
H -4.7825 -2.9771 2.3608
H -4.5116 -2.1417 0.8563
H -5.2799 -1.2938 2.2241
H -2.0819 0.8027 2.9908
H -1.4381 1.5276 4.4745
H -3.1495 1.1697 4.3469
O 1.5318 1.6105 5.2901
S 2.6881 1.2109 4.5252
O 3.7588 2.1284 4.2930
O 3.3499 -0.1678 5.1211
C 2.4607 -1.2333 5.4160
C 3.2693 -2.4568 5.7626
C 2.1571 0.5708 2.9276
H 1.8243 -1.5085 4.5694
H 1.7517 -1.0059 6.2156
H 3.8643 -2.3396 6.6667
H 3.8642 -2.8071 4.9134
H 2.6578 -3.3563 5.8899
H 3.0573 0.4168 2.3300
H 1.6707 1.3456 2.3320
H 1.5145 -0.3007 2.9913
O -0.7029 -0.0656 -6.5371
S 0.4863 0.7503 -6.5018
O 1.1804 1.1672 -7.6904
O 0.1472 2.1061 -5.7152
C -0.6790 2.1432 -4.5583
C -1.1658 3.5667 -4.2837
C 1.6899 0.0830 -5.3293
H -0.2002 1.7547 -3.6559
H -1.5778 1.5689 -4.8077
H -1.7239 3.9262 -5.1451
H -0.3274 4.1670 -3.9457
H -1.9177 3.3659 -3.5149
H 2.4693 0.7877 -5.0526
H 2.1817 -0.7705 -5.7907
H 1.0679 -0.1368 -4.4604
O 5.6942 -0.6756 -0.9974
S 4.5210 -0.9207 -1.7904
O 4.3000 -0.2510 -3.0652
O 4.5638 -2.5383 -2.0352
C 3.7876 -3.1526 -3.0449
C 2.3326 -3.3142 -2.6498
C 3.1029 -0.6632 -0.7093
H 4.2115 -4.1369 -3.2507
H 3.8476 -2.6299 -4.0048
H 2.0983 -3.7811 -1.6916
H 1.7830 -3.9533 -3.3561
H 1.6955 -2.4276 -2.7365
H 2.6710 0.3211 -0.8656
H 3.4053 -0.8675 0.3131
H 2.3234 -1.3793 -0.9622
O 2.8837 2.5042 0.1362
S 2.6168 3.8186 -0.4106
O 2.6645 5.0175 0.3915
O 3.5675 4.0354 -1.6831
C 4.9919 4.0646 -1.4641
C 5.6554 2.7452 -1.7991
C 0.9930 3.7395 -1.2076
H 5.3104 4.4489 -0.4933
H 5.2611 4.8450 -2.1834
H 5.7588 2.1415 -0.8928
H 6.6565 2.8985 -2.1985
H 5.0598 2.0937 -2.4366
H 0.8589 2.6881 -1.4393
H 1.1743 4.4021 -2.0519
H 0.2982 4.1451 -0.4825
O -1.4567 -7.3443 1.1774
S -0.5702 -6.5514 1.9834
O 0.6840 -7.0565 2.4835
O -0.3123 -5.1545 1.1915
C 0.9055 -4.4495 1.4998
C 0.6598 -2.9689 1.2661
C -1.4773 -5.8709 3.4055
H 1.6336 -4.8912 0.8142
H 1.3060 -4.6030 2.5053
H 0.2735 -2.8270 0.2539
H 1.6261 -2.4698 1.3522
H -0.0789 -2.4946 1.9108
H -1.4164 -6.6413 4.1740
H -2.5199 -5.9730 3.0948
H -1.2011 -4.8547 3.6500
O -5.8853 3.4610 2.0524
S -5.0448 2.3835 1.6289
O -4.8417 1.2777 2.5276
O -5.6886 1.8504 0.2234
C -5.0326 0.7192 -0.3413
C -4.7490 0.9790 -1.8187
C -3.4772 3.0039 1.0854
H -5.6681 -0.1684 -0.2740
H -4.1288 0.4251 0.1988
H -4.1700 0.1071 -2.1265
H -4.3290 1.9244 -2.1539
H -5.6843 0.9356 -2.3880
H -2.8193 2.1662 0.8296
H -2.9506 3.3372 1.9787
H -3.5939 3.6994 0.2656
C -0.0828 3.5430 2.0592
S -0.4105 5.3474 1.8752
O -1.8685 5.5509 1.6083
C -0.1586 5.6997 3.6583
H -0.3953 3.0001 1.1712
H -0.5745 3.2473 2.9832
H 0.9909 3.4516 2.2329
H -0.6810 4.9776 4.2832
H -0.6847 6.6496 3.7782
H 0.8763 5.8643 3.9485
C -1.3658 -3.0926 -5.5215
S -3.0687 -3.2200 -4.9314
O -3.0286 -4.1964 -3.8023
C -3.1521 -1.5474 -4.1576
H -0.9535 -4.0816 -5.7116
H -0.7226 -2.6180 -4.7771
H -1.3389 -2.4679 -6.4144
H -2.5288 -1.6491 -3.2695
H -4.2092 -1.5312 -3.8958
H -2.8790 -0.7371 -4.8278
```

=====

# 2
C2H3INO2 | the ωB97M-V functional and the def2-TZVPD basis

Results
Energy above the lowest of the compared OMol25 structures with the same formula, charge and spin ... 98.0 kcal per mole
Charge ... -1
LUMO level ... 2.738 eV
HOMO energy ... -3.5842 eV
Spin multiplicity ... 1
Orbital gap ... 6.3 eV

```
9
C2H3INO2 (the ωB97M-V functional and the def2-TZVPD basis)
C 2.1494 0.8494 -0.1307
C -0.8540 -0.5668 -0.1737
N 0.8511 1.2925 -0.0546
O 2.8238 1.9055 0.0848
O 2.4850 -0.2807 -0.4343
I -2.7159 0.3539 -0.0803
H -0.5733 -0.9507 -1.1297
H -0.5704 -1.0824 0.7209
H 0.6239 1.9885 0.6394
```

=====

# 3
H19O9 | the ωB97M-V functional and the def2-TZVPD basis

Results
Energy above the lowest of the compared OMol25 structures with the same formula, charge and spin ... 31.9 kcal per mole
Charge ... +2
LUMO level (spin up / spin down) ... -6.667 / -14.564 eV
HOMO energy (spin up / spin down) ... -16.9428 / -16.5448 eV
Spin multiplicity ... 2
Orbital gap (spin up / spin down) ... 10.3 / 2.0 eV

```
28
H19O9 (the ωB97M-V functional and the def2-TZVPD basis)
O -1.9541 2.9707 -1.4878
H 2.6890 0.6426 -2.0250
H 1.7685 0.4879 -0.6178
O -4.5821 0.3848 0.9757
H -1.6454 3.1116 2.0629
O 2.8691 -1.9607 -2.0747
H 1.0479 -1.3421 2.4526
H 3.8025 -1.8411 -2.2626
O -1.2109 0.2857 0.0329
H 2.5213 -2.7935 -1.8104
H -4.3521 1.1253 1.5173
O -0.7928 3.0451 1.6309
H 1.1584 0.9582 -2.4360
H -0.7618 4.0120 1.2473
O 1.9243 1.1784 -1.8696
H 0.2968 -0.3059 -0.1547
H -1.2240 1.2360 0.0384
O 2.1650 -3.5832 0.4802
H -1.3553 3.3139 -2.1445
H 2.3504 -3.6185 1.5146
O 0.4096 -1.9030 1.8846
H -1.8645 -0.3288 0.3368
H 1.9128 -4.5707 0.3912
O 1.2967 -0.4125 -0.2016
H -0.4724 -1.9333 2.2309
H -4.7676 -0.4005 1.5158
H -2.8686 2.9912 -1.8565
H 1.6392 -0.7494 0.6292
```

=====

# 4
C31H82N7O12 | the ωB97M-V functional and the def2-TZVPD basis

Results
Energy above the lowest of the compared OMol25 structures with the same formula, charge and spin ... 38.4 kcal per mole
Charge ... -1
LUMO level ... 2.074 eV
HOMO energy ... -4.4221 eV
Spin multiplicity ... 1
Orbital gap ... 6.5 eV

```
132
C31H82N7O12 (the ωB97M-V functional and the def2-TZVPD basis)
N 22.9453 -8.7394 9.5526
O 22.5385 -7.5841 9.4275
O 22.1570 -9.5624 10.0848
O 23.9878 -9.1007 9.0964
C 16.3784 -9.4470 10.6351
C 16.7432 -8.3733 11.6965
C 17.1566 -8.9326 13.0407
O 17.8704 -7.7632 11.2323
H 16.1469 -8.9491 9.6935
H 15.5707 -10.0575 11.0389
H 17.1529 -10.1594 10.3513
H 15.9679 -7.6130 11.7915
H 17.4093 -8.1870 13.7946
H 18.0397 -9.5671 12.9662
H 16.3689 -9.5127 13.5215
H 18.5714 -8.4184 11.2000
C 16.3084 -14.7959 11.3639
O 17.2107 -14.7970 10.3111
C 18.5791 -14.8822 10.6705
C 19.4992 -15.0569 9.4686
N 20.8748 -14.6252 9.6819
C 21.8712 -15.0110 8.6343
C 22.1408 -16.4873 8.5815
O 21.0331 -17.2756 8.1022
C 21.2104 -18.7191 7.9444
H 16.4971 -14.0189 12.1047
H 16.3119 -15.7786 11.8355
H 15.2985 -14.5842 11.0127
H 18.7080 -15.7656 11.2958
H 18.7985 -14.0432 11.3309
H 19.0769 -14.5007 8.6317
H 19.4293 -16.1064 9.1826
H 20.9528 -13.6201 9.7433
H 22.8243 -14.6115 8.9809
H 21.6700 -14.5504 7.6671
H 22.3656 -16.7911 9.6038
H 22.9454 -16.7131 7.8818
H 20.3708 -19.2216 7.4642
H 21.3752 -19.2267 8.8948
H 22.0321 -19.1310 7.3584
C 19.9887 -9.9586 -5.2188
O 19.8285 -10.5640 -3.9759
C 19.3984 -9.5530 -3.0224
C 19.2387 -10.2770 -1.6462
N 20.4766 -10.8947 -1.1178
C 20.3829 -11.4675 0.2111
C 20.3127 -10.4806 1.3553
O 20.2545 -11.1412 2.5865
C 20.2946 -10.2191 3.6204
H 20.5208 -9.0082 -5.1758
H 19.0243 -9.7531 -5.6833
H 20.5070 -10.6667 -5.8654
H 18.4521 -9.0741 -3.2735
H 20.1581 -8.7855 -2.8743
H 18.5063 -11.0639 -1.8264
H 18.8496 -9.6167 -0.8712
H 20.7411 -11.6159 -1.7736
H 21.1219 -12.2363 0.4368
H 19.5105 -12.1205 0.1854
H 19.4129 -9.8659 1.3809
H 21.1934 -9.8437 1.2720
H 20.2342 -10.8018 4.5396
H 19.4108 -9.5891 3.7207
H 21.2136 -9.6391 3.5367
C 17.1403 -4.3746 6.7919
C 18.6441 -4.4765 6.6576
C 19.2214 -3.5691 5.4571
O 18.5415 -3.8618 4.2035
C 18.9402 -5.1159 3.6874
N 19.2976 -4.0578 7.9091
H 16.9037 -5.0688 7.5983
H 16.5438 -4.6600 5.9253
H 16.7952 -3.3700 7.0362
H 18.7488 -5.5384 6.4350
H 20.2745 -3.7536 5.2448
H 19.1736 -2.4991 5.6598
H 18.7490 -5.9577 4.3529
H 20.0064 -5.1482 3.4629
H 18.3781 -5.2347 2.7611
H 18.7987 -4.5948 8.6040
H 20.2156 -4.4776 7.9414
C 22.8075 -12.3740 15.1120
C 23.9278 -13.2781 14.6121
C 23.7481 -14.7726 14.9705
O 23.9555 -14.9369 16.3601
C 22.7815 -15.3211 17.0036
N 24.0991 -13.0320 13.1496
H 23.0985 -11.3491 14.8817
H 22.7007 -12.4214 16.1957
H 21.8052 -12.5312 14.7134
H 24.8181 -12.8565 15.0786
H 24.6367 -15.3149 14.6475
H 22.8203 -15.1913 14.5805
H 22.0062 -14.5791 16.8126
H 22.9740 -15.3312 18.0764
H 22.5242 -16.3657 16.8283
H 23.5040 -13.6400 12.6053
H 23.7023 -12.1382 12.8970
C 28.8763 -7.3119 2.1704
C 28.8571 -7.4346 3.6551
C 27.4209 -7.5131 4.1874
O 26.7830 -6.2860 3.9016
C 25.4013 -6.3481 4.0495
N 29.6452 -8.5758 4.0458
H 29.8252 -6.9691 1.7579
H 28.2263 -6.5825 1.6871
H 28.5826 -8.2930 1.7969
H 29.2747 -6.5231 4.0827
H 27.4851 -7.8191 5.2316
H 26.9627 -8.3252 3.6228
H 25.0544 -5.3258 3.8990
H 25.0864 -6.6818 5.0382
H 24.9631 -6.9690 3.2680
H 29.8638 -8.4832 5.0275
H 30.5377 -8.2446 3.7083
C 32.0179 -5.4215 12.9115
C 31.2356 -6.1059 11.8211
C 30.0289 -5.2480 11.3528
O 29.3571 -6.0419 10.4252
C 28.3754 -5.2555 9.8477
N 32.0912 -6.3994 10.7073
H 32.7619 -6.1031 13.3238
H 31.3228 -5.0303 13.6543
H 32.6262 -4.5698 12.6069
H 30.8639 -7.0563 12.2042
H 30.3245 -4.3202 10.8630
H 29.4166 -4.9751 12.2122
H 27.9131 -5.9669 9.1633
H 28.6920 -4.3640 9.3063
H 27.5920 -4.9506 10.5415
H 32.6997 -7.1330 11.0414
H 31.5472 -6.9197 10.0339
```

=====

# 5
C5H6N5O | the ωB97M-V functional and the def2-TZVPD basis

Results
Energy above the lowest of the compared OMol25 structures with the same formula, charge and spin ... 76.9 kcal per mole
Charge ... +1
LUMO level ... -4.591 eV
HOMO energy ... -12.0321 eV
Spin multiplicity ... 1
Orbital gap ... 7.4 eV

```
17
C5H6N5O (the ωB97M-V functional and the def2-TZVPD basis)
C 0.9666 2.3125 0.0383
C 0.1702 0.2923 -0.1646
C 1.5663 0.3007 0.0993
C -0.5883 -0.8869 -0.3276
C 1.5442 -2.0000 0.0417
N 2.0249 1.5524 0.2174
N -3.9706 0.5618 0.0933
N -0.1623 1.6115 -0.1951
N 2.2340 -0.8778 0.1835
N 0.2286 -1.9760 -0.1827
O -4.1666 -0.4164 0.7595
H 1.0082 3.3840 0.0759
H -4.8201 0.8654 -0.4650
H 2.0640 -2.9467 0.1042
H -1.0921 1.9708 -0.3577
H 3.2390 -0.8747 0.3470
H -0.2460 -2.8730 -0.2673
```

=====

# 6
C5H12NO | the ωB97M-V functional and the def2-TZVPD basis

Results
Energy above the lowest of the compared OMol25 structures with the same formula, charge and spin ... 171.5 kcal per mole
Charge ... +1
LUMO level (spin up / spin down) ... -7.254 / -6.080 eV
HOMO energy (spin up / spin down) ... -12.3751 / -13.6250 eV
Spin multiplicity ... 1
Orbital gap (spin up / spin down) ... 5.1 / 7.5 eV

```
19
C5H12NO (the ωB97M-V functional and the def2-TZVPD basis)
C -2.1119 0.0498 0.1966
C -2.9650 -1.1405 0.1864
C 2.8365 -0.5355 -0.4841
C 0.8555 1.6813 0.0783
C 1.6020 -0.6238 0.3737
N 0.9939 0.5215 0.8055
O -2.6119 1.0893 -0.3254
H -2.9964 -1.4776 1.2598
H -4.0138 -0.7608 -0.0975
H -2.3895 -1.9424 -0.3531
H 3.6183 0.2449 -0.0912
H 3.2550 -1.4262 -0.6707
H 2.5337 -0.2420 -1.4586
H 1.2952 1.6011 -0.8480
H 1.1379 2.4304 0.8643
H -0.1646 1.9302 -0.1966
H 1.7729 -1.1754 1.2930
H 0.8662 -1.3985 0.0550
H -3.5139 1.1742 -0.5875
```

=====

- Look up the charge of the first one.
  -1